[1]
# C4H5NO

One molecule with the formula C4H5NO in a non-equilibrium geometry (ωB97M-V with the def2-TZVPD basis set, OMol25).

As for the energy above the lowest of the compared OMol25 structures with the same formula, charge and spin: 28.2 kJ/mol. The HOMO energy is -9.01 eV. As for the SMILES: Cc1ncco1. As for the total energy: -285.40385 hartree.

ORCA input file:
```
! RIJCOSX wB97M-V def2-TZVPD def2/J DEFGRID3
* xyz 0 1
C -1.736 -0.615 0.071
C -0.315 -0.220 0.039
N 0.757 -0.954 0.260
C 1.794 -0.072 0.095
C 1.306 1.169 -0.222
O -0.053 1.090 -0.262
H -2.204 -0.444 -0.903
H -1.837 -1.676 0.318
H -2.278 -0.035 0.825
H 2.825 -0.377 0.212
H 1.741 2.134 -0.434
*
```



[2]
# HN3O

HN3O as an isolated structure in a non-equilibrium geometry (ωB97M-V with the def2-TZVPD basis set, OMol25).

As for the energy above the lowest of the compared OMol25 structures with the same formula, charge and spin: 654.3 kJ/mol. The HOMO energy (spin up / spin down) is -10.94 / -10.22 eV. As for the total energy: -239.79792 hartree.

ORCA input file:
```
! RIJCOSX wB97M-V def2-TZVPD def2/J DEFGRID3
* xyz 0 1
N 0.899 0.775 -1.834
N 0.066 0.644 -2.839
N -0.086 0.803 -0.984
O -1.024 0.470 -1.946
H 0.174 0.513 0.727
*
```



[3]
# C5H10F9N2OOs

C5H10F9N2OOs as an isolated structure in a non-equilibrium geometry (ωB97M-V with the def2-TZVPD basis set, OMol25).

As for the energy above the lowest of the compared OMol25 structures with the same formula, charge and spin: 141.5 kJ/mol. The HOMO energy (spin up / spin down) is -10.33 / -13.61 eV. As for the total energy: -1370.33529 hartree.

ORCA input file:
```
! RIJCOSX wB97M-V def2-TZVPD def2/J DEFGRID3
* xyz 1 5
C -1.414 0.681 -2.095
Os 0.030 -0.488 -1.406
N 2.115 0.094 -0.760
N 0.790 -0.990 -3.295
H 2.497 -0.663 -0.174
H -0.343 1.111 -1.813
H -2.135 1.182 -1.447
H -1.526 -0.497 -1.988
H -1.576 0.920 -3.149
H 1.387 -1.829 -3.331
H 1.383 -0.217 -3.625
H 0.086 -1.111 -4.030
H 2.761 0.205 -1.548
H 2.198 0.924 -0.162
F 0.843 -1.916 1.174
C 0.737 -0.809 1.982
F 0.686 -1.213 3.273
F 1.915 -0.120 1.838
C -0.494 0.046 1.581
O -0.783 0.142 0.240
C -1.768 -0.563 2.317
F -1.768 -0.396 3.670
F -2.894 -0.001 1.828
F -1.839 -1.892 2.056
C -0.279 1.506 2.115
F 0.148 1.538 3.408
F 0.660 2.118 1.328
F -1.416 2.239 2.014
*
```



What is the formula in the second record?
HN3O



Which formula does entry 3 have?
C5H10F9N2OOs



Copy entry 3 word for word.
# C5H10F9N2OOs

C5H10F9N2OOs as an isolated structure in a non-equilibrium geometry (ωB97M-V with the def2-TZVPD basis set, OMol25).

As for the energy above the lowest of the compared OMol25 structures with the same formula, charge and spin: 141.5 kJ/mol. The HOMO energy (spin up / spin down) is -10.33 / -13.61 eV. As for the total energy: -1370.33529 hartree.

ORCA input file:
```
! RIJCOSX wB97M-V def2-TZVPD def2/J DEFGRID3
* xyz 1 5
C -1.414 0.681 -2.095
Os 0.030 -0.488 -1.406
N 2.115 0.094 -0.760
N 0.790 -0.990 -3.295
H 2.497 -0.663 -0.174
H -0.343 1.111 -1.813
H -2.135 1.182 -1.447
H -1.526 -0.497 -1.988
H -1.576 0.920 -3.149
H 1.387 -1.829 -3.331
H 1.383 -0.217 -3.625
H 0.086 -1.111 -4.030
H 2.761 0.205 -1.548
H 2.198 0.924 -0.162
F 0.843 -1.916 1.174
C 0.737 -0.809 1.982
F 0.686 -1.213 3.273
F 1.915 -0.120 1.838
C -0.494 0.046 1.581
O -0.783 0.142 0.240
C -1.768 -0.563 2.317
F -1.768 -0.396 3.670
F -2.894 -0.001 1.828
F -1.839 -1.892 2.056
C -0.279 1.506 2.115
F 0.148 1.538 3.408
F 0.660 2.118 1.328
F -1.416 2.239 2.014
*
```